No. 1
This record from OMol25 describes C26H31AuBrN2O2Sb2 as an isolated structure in a non-equilibrium geometry. The level of theory is ωB97M-V/def2-TZVPD.

**Charge**: +3
**LUMO energy (alpha / beta)**: -8.910 / -11.739 eV
**HOMO (alpha / beta)**: -16.227 / -16.163 eV
**HOMO-LUMO gap (alpha / beta)**: 7.317 / 4.424 eV
**Multiplicity**: 3

```
65
Properties=species:S:1:pos:R:3:lowdin_spin:R:1
Au 10.646 5.246 9.768 0.035
Sb 8.216 5.596 9.010 0.015
Sb 11.845 8.594 9.919 0.353
Br 17.262 5.172 13.327 0.124
O 11.617 6.332 11.686 0.280
O 13.388 6.027 9.827 0.104
N 12.235 5.657 15.771 0.015
N 10.797 5.935 14.127 0.016
C 8.684 5.848 15.507 0.001
C 12.115 5.816 14.418 -0.011
C 6.733 4.655 10.248 0.005
C 7.796 8.426 10.256 0.045
C 9.171 5.545 17.875 0.011
C 15.156 5.611 11.469 -0.027
C 12.815 5.998 12.077 0.140
C 14.496 5.566 13.803 0.049
C 13.108 9.660 8.506 0.053
C 13.142 5.803 13.454 0.082
C 12.616 9.555 11.707 0.042
C 9.870 9.738 9.573 0.183
C 10.955 5.663 16.352 0.013
C 6.817 8.218 11.241 -0.004
C 14.302 5.767 8.749 0.005
C 7.619 5.043 7.032 0.007
C 8.835 9.368 10.533 0.021
C 8.878 9.993 11.797 0.038
C 7.640 7.724 8.968 0.007
C 15.464 5.485 12.824 0.161
C 8.262 5.698 16.829 0.011
C 10.550 5.520 17.656 0.000
C 10.040 5.831 15.301 0.013
C 7.904 9.755 12.743 -0.004
C 13.840 5.864 11.099 0.107
C 6.863 8.868 12.465 0.059
H 7.941 10.273 13.704 -0.001
H 8.785 5.438 18.892 0.000
H 6.575 7.661 8.675 0.001
H 6.858 4.979 11.294 0.000
H 10.235 10.777 9.729 0.024
H 7.192 5.699 17.049 0.000
H 15.953 5.528 10.716 -0.003
H 7.732 3.952 6.913 0.000
H 13.173 10.711 8.837 0.010
H 13.733 5.898 7.815 0.000
H 14.689 4.726 8.786 0.002
H 12.667 9.614 7.498 0.000
H 8.239 5.574 6.295 0.000
H 14.781 5.460 14.856 0.000
H 5.985 7.536 11.017 -0.001
H 6.075 8.686 13.198 0.003
H 7.966 5.971 14.684 0.000
H 15.151 6.481 8.758 0.001
H 5.732 4.940 9.880 0.000
H 6.864 3.561 10.164 0.000
H 12.674 10.642 11.519 0.009
H 6.566 5.334 6.905 0.001
H 11.267 5.386 18.473 0.000
H 13.635 9.178 11.897 0.000
H 9.618 9.548 8.512 0.003
H 10.486 6.068 13.160 0.001
H 8.243 8.143 8.143 0.000
H 13.114 5.577 16.287 0.000
H 9.672 10.717 12.000 0.001
H 14.117 9.214 8.509 0.000
H 11.968 9.348 12.573 0.000
```



No. 2
This record from OMol25 describes an isolated ion of composition C6H9O2 and charge +1 in a non-equilibrium geometry. The level of theory is ωB97M-V/def2-TZVPD.

**Charge**: +1
**LUMO energy**: -5.057 eV
**HOMO**: -14.884 eV
**HOMO-LUMO gap**: 9.827 eV

```
17
Properties=species:S:1:pos:R:3:lowdin_charge:R:1
O 1.576 0.102 0.082 0.080
O -0.321 -1.041 -0.271 0.075
C 2.023 -1.031 -0.743 -0.022
C 0.241 0.043 0.200 -0.202
C -2.137 0.639 0.596 -0.020
C -0.274 2.308 0.645 0.205
C 0.728 -1.950 -0.736 -0.025
C -0.742 1.059 0.551 -0.249
H 2.957 -1.561 -0.277 0.179
H -2.275 -0.109 1.485 0.151
H -2.383 0.107 -0.261 0.068
H -0.822 3.213 0.748 0.099
H 2.274 -0.520 -1.690 0.143
H 0.340 -2.385 -1.727 0.169
H 0.776 2.457 0.647 0.086
H 0.830 -2.828 -0.034 0.153
H -2.791 1.499 0.785 0.111
```



No. 3
This record from OMol25 describes a 8-piece molecular cluster, C35H64N9O2 overall in a non-equilibrium geometry. The level of theory is ωB97M-V/def2-TZVPD.

**Charge**: -1
**LUMO energy**: 1.529 eV
**HOMO**: -1.192 eV
**HOMO-LUMO gap**: 2.721 eV

```
110
Properties=species:S:1:pos:R:3:lowdin_charge:R:1
O -0.196 3.418 -1.973 0.047
O -2.289 3.051 -2.804 -0.103
N 7.937 3.089 4.504 0.168
N -0.205 -3.045 -4.956 0.180
N -5.446 0.047 -1.143 -0.061
N 2.878 1.071 6.710 0.143
N -4.863 -0.056 1.715 0.177
N -3.688 -6.018 -0.633 0.152
N -4.928 3.830 -0.532 -0.216
N -2.692 -1.067 -2.786 0.196
N -1.539 -0.771 2.750 0.164
C 1.249 -0.335 -3.297 -0.271
C -0.774 0.722 4.812 -0.175
C 0.108 -2.411 -4.031 -0.241
C -3.009 4.121 -2.110 -0.181
C 8.108 4.419 1.282 -0.268
C -1.149 2.643 -2.101 -0.428
C -3.238 -1.153 -6.484 -0.108
C -0.761 1.343 0.117 -0.087
C 6.316 -0.169 5.897 -0.110
C 8.471 3.472 3.544 -0.180
C -1.310 -0.438 -4.983 -0.190
C 3.821 1.468 6.134 -0.215
C -1.204 -0.122 3.656 -0.195
C -2.815 -5.514 -1.215 -0.200
C -0.195 -6.899 -1.654 -0.115
C 5.818 0.797 4.828 -0.288
C -2.080 -0.786 -3.751 -0.193
C 5.027 1.971 5.408 -0.195
C -5.005 -1.054 2.295 -0.195
C -3.442 3.787 -0.607 -0.334
C 2.525 -0.644 -4.073 -0.090
C 0.110 1.868 4.319 -0.260
C -5.104 -2.353 3.025 -0.187
C -1.698 -4.867 -1.967 -0.176
C 1.377 1.384 3.625 -0.121
C -0.834 -5.932 -2.646 -0.270
C 7.166 3.298 0.856 -0.106
C -5.121 1.476 -1.594 -0.274
C -1.050 1.183 -1.470 -0.132
C 0.508 -1.594 -2.842 -0.159
C -2.271 -0.037 -6.104 -0.237
C -5.496 2.474 -0.411 -0.379
C -4.584 -3.603 0.884 -0.113
C -4.188 -3.363 2.337 -0.271
C 9.151 3.965 2.307 -0.179
H -3.967 4.292 -2.703 0.108
H -6.634 2.599 -0.455 0.085
H 5.195 0.248 4.115 0.110
H 3.034 0.281 -4.351 0.076
H -0.948 -7.466 -1.102 0.069
H 0.194 0.769 0.315 0.062
H -3.926 -4.339 0.419 -0.002
H -4.010 1.452 -1.843 0.064
H -1.641 0.954 0.704 0.052
H 9.808 4.796 2.570 0.114
H 1.975 0.761 4.294 0.043
H -1.690 0.247 -6.986 0.110
H 0.434 -7.621 -2.180 0.069
H -0.631 0.388 -4.756 0.101
H 0.591 0.275 -3.925 0.072
H 2.313 -1.188 -4.996 0.072
H -0.390 -1.320 -2.282 0.080
H -5.242 -0.505 -1.997 0.017
H 6.580 2.923 1.698 0.065
H -3.126 2.756 -0.247 0.085
H -3.887 -1.425 -5.649 0.072
H 6.461 3.660 0.105 0.077
H -0.172 0.633 -1.942 0.051
H -6.141 -2.700 3.019 0.111
H -4.647 -0.185 -0.531 -0.006
H -0.232 0.098 5.528 0.113
H -3.883 -0.833 -7.305 0.070
H -4.219 -4.313 2.879 0.104
H 0.389 2.495 5.170 0.103
H -5.667 1.672 -2.564 0.097
H 1.149 0.808 2.724 0.057
H -1.440 -6.502 -3.356 0.114
H 3.214 -1.244 -3.470 0.077
H 4.705 2.640 4.606 0.109
H -2.993 4.592 0.079 0.083
H 7.723 2.462 0.424 0.078
H 5.647 2.546 6.100 0.105
H -1.660 1.119 5.312 0.115
H -2.456 5.117 -2.138 0.101
H 9.769 3.162 1.896 0.118
H -3.154 -3.007 2.375 0.084
H -5.297 1.985 0.601 0.051
H 1.989 2.236 3.316 0.072
H -0.707 -1.301 -5.283 0.052
H -1.098 -4.271 -1.274 0.118
H -4.804 -2.208 4.066 0.106
H -2.697 -2.048 -6.806 0.072
H -0.455 2.499 3.626 0.114
H 6.673 1.185 4.274 0.057
H 0.431 -6.365 -0.934 0.076
H 1.502 0.265 -2.419 0.113
H 5.488 -0.635 6.436 0.068
H 6.899 -0.972 5.440 0.070
H -0.046 -5.438 -3.220 0.090
H 6.954 0.344 6.622 0.077
H -1.986 0.564 -1.626 0.061
H 1.143 -2.200 -2.191 0.129
H -2.845 0.843 -5.801 0.116
H 7.517 5.241 1.696 0.113
H 8.623 4.807 0.399 0.108
H -5.612 -3.971 0.815 0.082
H -0.671 2.445 0.332 0.074
H -2.122 -4.193 -2.715 0.103
H -4.505 -2.687 0.291 0.068
```



No. 4
This record from OMol25 describes C29H28AuF3N6O as an isolated structure in a non-equilibrium geometry. The level of theory is ωB97M-V/def2-TZVPD.

**Charge**: +2
**LUMO energy (alpha / beta)**: -7.831 / -8.517 eV
**HOMO (alpha / beta)**: -13.229 / -13.899 eV
**HOMO-LUMO gap (alpha / beta)**: 5.398 / 5.381 eV
**Multiplicity**: 3

```
68
Properties=species:S:1:pos:R:3:lowdin_spin:R:1
Au -2.075 -0.479 0.254 0.107
F -2.738 0.068 -6.536 0.000
F -0.590 -0.375 -6.304 0.000
F -2.055 -2.014 -6.599 0.000
O 1.679 0.059 -0.125 0.001
N -1.875 -1.553 3.025 0.298
N 3.805 0.809 0.056 0.000
N -1.786 1.591 0.620 0.365
N -2.276 -2.480 0.830 0.064
N -2.074 -0.689 -1.736 0.011
N -1.862 -0.474 2.298 0.234
C -2.012 -5.022 1.929 0.026
C -1.631 2.509 -0.428 0.030
C -1.851 -0.800 -5.979 0.000
C 4.401 -1.974 1.149 0.000
C -2.384 -4.873 0.561 0.060
C 5.826 -1.408 1.346 0.000
C 3.205 -1.087 1.475 0.000
C -1.920 -2.595 2.153 0.014
C -1.652 0.878 4.226 0.036
C -1.319 3.282 3.932 0.035
C -3.176 -0.537 -2.511 0.000
C 2.789 -0.072 0.400 0.000
C -1.393 2.162 4.743 0.179
C -0.915 -0.952 -2.373 0.004
C -0.589 2.458 -1.337 0.027
C -1.373 3.160 2.535 0.136
C -1.223 4.564 -2.323 0.028
C -0.792 -1.078 -3.734 0.001
C -1.587 1.878 1.928 0.095
C -1.669 0.754 2.846 0.104
C -0.354 3.465 -2.249 0.001
C 5.072 0.981 0.776 0.000
C -1.952 -0.901 -4.486 0.000
C -2.537 3.591 -0.506 0.026
C -1.819 -3.890 2.701 0.061
C -3.163 -0.686 -3.888 0.000
C 6.060 -0.169 0.492 0.000
C -2.504 -3.582 0.068 0.039
C -2.321 4.554 -1.459 -0.002
H -1.019 5.473 -2.922 0.001
H 5.509 1.955 0.530 0.000
H -1.700 -3.909 3.760 0.001
H -3.374 3.577 0.170 0.000
H 0.101 1.621 -1.178 0.001
H 3.599 1.534 -0.591 0.000
H -4.073 -0.548 -4.408 0.000
H 5.971 -1.181 2.377 0.000
H -2.760 -3.361 -0.949 0.001
H 5.995 -0.521 -0.580 0.000
H 7.052 0.213 0.607 0.000
H 4.341 -2.278 0.111 0.000
H 6.527 -2.220 1.076 0.000
H 4.931 0.999 1.878 0.000
H -0.054 -1.027 -1.719 0.001
H -2.504 -5.684 -0.129 0.002
H -1.234 4.047 1.893 0.004
H -1.805 -0.021 4.823 0.001
H 3.369 -0.517 2.403 0.000
H -4.082 -0.240 -1.976 0.000
H -3.085 5.287 -1.678 0.000
H -1.432 2.279 5.798 0.008
H 2.369 -1.792 1.664 0.000
H -1.866 -6.015 2.360 0.000
H 0.130 -1.394 -4.227 0.000
H 0.499 3.368 -2.937 0.000
H 4.295 -2.944 1.669 0.000
H -1.068 4.226 4.405 -0.001
```



No. 5
This record from OMol25 describes a 2-piece molecular cluster, C9H21FP overall in a non-equilibrium geometry. The level of theory is ωB97M-V/def2-TZVPD.

**Charge**: +1
**LUMO energy**: -4.325 eV
**HOMO**: -14.077 eV
**HOMO-LUMO gap**: 9.753 eV

```
32
Properties=species:S:1:pos:R:3:lowdin_charge:R:1
P -0.013 0.351 -0.674 1.175
F -3.241 1.426 0.155 -0.172
C 1.063 1.170 0.870 -0.628
C -0.529 -1.382 -0.630 -0.653
C 0.682 -2.290 -1.185 -0.050
C -0.025 1.753 1.726 -0.106
C 1.883 0.005 1.412 -0.073
C -1.806 -1.597 -1.520 -0.069
C -0.870 -1.820 0.836 -0.088
C -0.058 1.053 -2.177 -0.128
C 1.921 2.277 0.383 -0.087
H 1.211 -1.897 -2.032 0.067
H -0.643 0.702 -3.049 0.048
H -1.704 -1.247 -2.501 0.050
H 0.313 2.146 -2.150 0.059
H 1.945 2.394 -0.758 0.100
H 2.919 2.179 0.640 0.057
H -2.652 -1.131 -1.065 0.072
H -4.157 1.902 0.157 0.193
H -2.036 -2.651 -1.612 0.093
H -0.803 0.903 2.034 0.122
H 2.824 0.482 1.998 0.156
H 0.426 2.118 2.629 0.092
H 1.496 -2.361 -0.452 0.073
H 0.178 -3.212 -1.496 0.093
H 1.594 3.260 0.786 0.109
H 2.120 -0.641 0.572 0.056
H -1.279 -2.945 0.902 0.151
H 0.023 -1.779 1.526 0.065
H 1.278 -0.548 2.189 0.086
H -0.499 2.574 1.160 0.093
H -1.559 -1.194 1.324 0.041
```



No. 6
This record from OMol25 describes C18H14FN3O3 as an isolated structure in a non-equilibrium geometry. The level of theory is ωB97M-V/def2-TZVPD.

**LUMO energy**: 0.313 eV
**HOMO**: -7.555 eV
**HOMO-LUMO gap**: 7.868 eV

```
39
Properties=species:S:1:pos:R:3:lowdin_charge:R:1
F -0.092 -2.804 -1.352 0.092
O -2.988 -2.719 -0.395 -0.028
O 3.425 3.357 4.044 -0.063
O -0.647 -0.067 0.242 0.083
N 0.714 1.998 -0.303 0.097
N -1.833 -0.242 -1.747 0.229
N -0.899 2.233 -3.921 0.148
C 2.729 3.058 2.968 -0.394
C -3.094 -4.308 -3.706 -0.037
C 3.339 2.814 5.290 -0.117
C -1.033 0.710 -1.768 -0.412
C 1.174 2.544 0.780 -0.298
C -3.501 -3.501 -2.516 -0.011
C 2.924 3.816 1.876 0.065
C -0.825 -3.895 -3.338 -0.109
C 1.177 1.703 1.916 -0.011
C -0.807 1.459 -3.077 -0.109
C -2.590 -3.088 -1.552 -0.211
C -0.929 -3.488 -2.031 -0.166
C 2.214 3.424 0.730 0.016
C 2.036 2.005 2.857 -0.112
C -1.779 -4.147 -4.311 -0.078
C -0.213 1.101 -0.843 -0.011
C -1.595 -0.618 -0.405 -0.297
C -2.200 -1.850 0.402 -0.047
H 3.794 1.778 5.216 0.109
H 0.741 2.721 -1.212 0.243
H -1.189 -2.462 0.746 0.181
H 2.196 2.882 5.817 0.169
H 1.965 1.266 3.872 0.184
H 0.521 0.563 2.112 0.205
H -3.843 -4.606 -4.400 0.071
H -4.553 -3.493 -2.295 0.097
H -2.835 -1.463 1.316 0.168
H 4.026 3.257 5.873 0.033
H 3.439 4.706 1.789 0.109
H 0.222 -3.927 -3.537 0.102
H 2.183 3.970 0.029 0.012
H -1.376 -4.690 -5.167 0.099
```



No. 7
This record from OMol25 describes C13H26CdN6O6 as an isolated structure in a non-equilibrium geometry. The level of theory is ωB97M-V/def2-TZVPD.

**LUMO energy (alpha / beta)**: 0.297 / 0.302 eV
**HOMO (alpha / beta)**: -6.636 / -6.643 eV
**HOMO-LUMO gap (alpha / beta)**: 6.932 / 6.944 eV

```
52
Properties=species:S:1:pos:R:3:lowdin_charge:R:1
Cd -0.788 0.447 0.481 1.426
O -1.544 2.354 -0.178 -0.190
O 0.270 -2.397 -1.180 -0.132
O 1.041 3.370 0.635 -0.181
O 2.387 -1.031 -0.932 -0.183
O 0.989 3.304 -1.763 -0.191
O -3.538 1.012 -1.078 -0.213
N -0.370 -0.726 2.253 -0.025
N -2.715 0.050 -0.865 -0.203
N -0.722 -1.499 -1.028 -0.090
N 1.386 2.079 1.063 -0.083
N -0.797 -2.259 3.714 0.108
N 2.043 -0.023 -0.184 -0.070
C -1.331 -1.446 2.793 -0.403
C 4.480 0.396 -0.185 -0.052
C 1.170 2.359 -3.270 0.164
C -3.028 -1.183 -1.318 -0.335
C 0.838 -1.125 2.813 -0.109
C -2.081 -3.484 -1.907 -0.024
C -2.752 -1.405 2.382 -0.007
C 3.676 3.011 1.232 -0.023
C 0.579 -2.065 3.740 -0.070
C 2.716 1.941 0.866 -0.306
C 3.093 0.749 0.186 -0.324
C -1.896 -2.056 -1.396 -0.284
C -4.422 -1.571 -1.646 -0.044
H -2.986 -0.435 1.935 0.069
H 1.243 -2.596 4.393 0.112
H 3.499 3.274 2.270 0.089
H -0.915 2.785 -0.798 0.032
H 1.143 -1.831 -1.072 0.013
H 4.699 2.657 1.157 0.058
H 5.194 1.056 0.295 0.055
H -2.337 2.141 -0.766 0.019
H 2.252 2.482 -3.373 0.077
H -3.420 -1.542 3.230 0.085
H -4.871 -2.152 -0.832 0.081
H -4.460 -2.198 -2.537 0.067
H -2.662 -4.097 -1.174 0.092
H -2.659 -3.501 -2.864 0.085
H -1.098 -3.974 -2.072 0.074
H -2.956 -2.175 1.629 0.088
H 1.008 3.261 -0.399 -0.025
H 3.583 3.920 0.638 0.085
H 1.761 -0.687 2.496 0.094
H 4.711 -0.620 0.136 0.080
H 0.831 1.520 -2.685 0.055
H 1.000 4.201 -2.110 0.071
H -1.326 -2.914 4.271 0.164
H 0.463 2.848 -3.935 0.071
H -5.032 -0.679 -1.800 0.070
H 4.651 0.455 -1.263 0.084
```



No. 8
This record from OMol25 describes C17H17ClN2O4PtS4 as an isolated structure. The level of theory is ωB97M-V/def2-TZVPD.

**LUMO energy (alpha / beta)**: -3.032 / -3.028 eV
**HOMO (alpha / beta)**: -8.169 / -8.145 eV
**HOMO-LUMO gap (alpha / beta)**: 5.137 / 5.117 eV

```
46
Properties=species:S:1:pos:R:3:lowdin_charge:R:1
Pt -0.024 1.314 0.929 0.668
Cl 1.033 2.567 -1.305 0.642
S -4.476 -2.502 -2.244 0.625
S -2.599 -1.899 0.006 0.975
S -2.094 1.700 1.221 0.230
S 0.229 -0.932 0.731 0.658
O 0.619 3.613 -0.394 -0.375
O 1.587 3.077 -2.496 -0.263
O -0.128 1.721 -1.571 -0.422
O 1.994 1.719 -0.585 -0.409
N -1.864 -1.738 -2.391 -0.136
N -0.773 -1.354 -1.690 0.053
C -2.995 -2.066 -1.688 -1.090
C 2.784 -1.886 3.536 -0.026
C 2.029 -0.598 3.441 -0.270
C -0.006 0.648 3.874 -0.285
C -2.075 -2.527 -6.007 -0.076
C 2.581 0.484 2.773 -0.025
C -1.473 -1.402 -6.548 -0.085
C 0.524 1.723 3.087 -0.200
C -1.754 -1.637 -3.816 -0.210
C 0.752 -0.483 4.023 -0.027
C 2.562 2.925 2.158 -0.041
C -1.328 0.801 4.558 -0.044
C -1.001 -1.384 -0.424 -1.061
C -1.004 -0.396 -5.714 -0.069
C 1.880 1.683 2.645 -0.313
C -1.143 -0.506 -4.341 -0.002
C -2.218 -2.656 -4.634 -0.044
H 3.216 3.290 2.955 0.102
H -1.628 -0.131 5.033 0.086
H 2.619 -2.469 2.626 0.092
H 3.170 2.724 1.278 0.081
H 3.586 0.415 2.375 0.138
H -2.435 -3.316 -6.654 0.105
H -2.108 1.106 3.861 0.022
H -2.686 -3.528 -4.206 0.091
H -1.367 -1.308 -7.621 0.102
H 1.850 3.708 1.907 0.079
H 3.855 -1.713 3.625 0.089
H -0.528 0.481 -6.131 0.107
H -1.254 1.569 5.332 0.096
H 2.447 -2.486 4.380 0.085
H 0.062 2.702 3.193 0.120
H 0.356 -1.318 4.587 0.128
H -0.776 0.265 -3.678 0.102
```